Formula: C3H5N3
Source: the OMol25 dataset
Level of theory: ωB97M-V with the def2-TZVPD basis set

For the frontier orbital gap, the calculation gives 10.3 eV. As for the energy above the lowest of the compared OMol25 structures with the same formula, charge and spin: 149.9 kcal/mol. As for the multiplicity: 1. For the HOMO energy, the calculation gives -0.3478 hartree.

XYZ file:
```
11
Properties=species:S:1:pos:R:3:forces:R:3:nbo_charge:R:1
C -0.56342 -1.93681 3.23921 -2.63 2.07 -2.74 -0.184
C -1.28103 -0.94946 2.94658 5.64 -11.69 -2.73 -0.193
C 0.46293 1.45545 -2.45069 0.73 -0.93 2.08 -0.420
N 0.93692 0.14768 -1.87977 0.90 1.21 -3.23 -0.330
N 0.60148 -0.15242 -0.78522 -0.08 -0.89 3.67 0.240
N 0.45679 -0.54778 0.26863 -0.34 0.28 -0.79 -0.108
H -0.16853 -2.87723 2.94262 0.51 -0.36 0.48 0.218
H 1.07500 2.31547 -2.06221 -0.70 -0.82 -0.48 0.206
H -0.57162 1.48087 -2.17279 -0.66 0.82 0.02 0.197
H 0.53929 1.29394 -3.48417 0.22 0.35 -1.39 0.214
H -1.48780 -0.22971 3.43781 -3.58 9.96 5.12 0.158
```
Forces are in eV/Å.

Formula: C39H35BrIrN6O2P2S
Source: the OMol25 dataset
Level of theory: ωB97M-V with the def2-TZVPD basis set

For the frontier orbital gap (alpha / beta), the calculation gives 6.5 / 5.5 eV. The charge is +2. As for the multiplicity: 2. The expectation value of S² is 1.19. For the HOMO energy (alpha / beta), the calculation gives -0.4952 / -0.4933 hartree.

XYZ file:
```
87
Properties=species:S:1:pos:R:3:forces:R:3:lowdin_spin:R:1
Ir -0.59936 1.58870 0.33265 -1.20 0.82 -0.43 -0.117
C -4.77836 1.32370 -1.13115 -0.09 -0.23 -0.03 0.005
C -3.30136 1.16610 -1.12695 -0.21 -0.28 0.69 0.021
N -2.70696 0.74340 -0.05305 2.04 1.14 0.13 0.090
N -3.42586 0.39620 0.99265 -1.63 -0.08 0.56 0.064
C -2.86486 -0.00400 2.08645 0.55 0.08 -0.80 0.041
N -3.60136 -0.29370 3.15235 -0.18 -0.17 0.31 0.012
S -1.11566 -0.22290 2.26145 0.62 1.22 -0.82 0.350
C -2.42616 1.43040 -2.26165 0.15 0.10 -0.31 -0.002
C -2.87016 1.45920 -3.58645 0.10 0.05 0.43 0.001
C -1.95516 1.65420 -4.60665 0.24 0.02 0.11 0.003
C -0.61396 1.80620 -4.28705 -0.24 -0.04 0.15 0.000
C -0.24346 1.74430 -2.95405 0.25 0.15 -0.39 -0.002
N -1.11666 1.57340 -1.97145 0.59 -0.07 1.31 -0.049
H -5.04326 1.99180 -0.30795 -0.01 -0.03 -0.01 0.001
H -5.24526 0.36050 -0.91855 -0.09 0.04 -0.03 0.000
H -5.16826 1.73080 -2.05485 0.03 0.03 -0.15 0.000
H -4.58916 -0.08460 3.15055 0.05 -0.01 -0.07 0.001
H -3.16076 -0.53360 4.02495 -0.03 0.04 -0.04 0.000
H -3.91366 1.32090 -3.81595 -0.12 0.01 0.07 0.000
H -2.27876 1.68150 -5.63525 -0.07 0.01 -0.09 0.000
H 0.13564 1.96750 -5.04345 0.09 -0.01 -0.09 0.000
H 0.79274 1.83630 -2.66905 0.00 0.03 0.03 0.000
Br 2.37324 3.48120 -1.31235 0.06 0.19 0.07 -0.001
C 1.03874 4.57440 -0.53555 0.35 0.07 -0.28 -0.002
C 1.21864 5.94950 -0.53835 -0.01 -0.22 -0.04 -0.002
C 0.22974 6.74100 0.02315 -0.19 -0.18 0.09 0.002
C -0.88746 6.12750 0.57235 0.32 -0.16 -0.21 -0.002
C -0.94946 4.74330 0.54735 -1.10 0.07 0.66 -0.001
N -0.01556 3.97330 -0.00395 0.19 -1.36 0.20 -0.030
C -2.11696 4.00000 1.25155 0.36 2.22 -1.48 0.001
O -3.18466 4.55310 1.34695 0.04 -0.25 0.26 0.014
O -1.76806 2.85800 1.67165 0.41 -3.12 0.20 0.042
H 2.11144 6.37900 -0.96425 0.04 -0.02 -0.05 0.000
H 0.33584 7.81540 0.03795 0.02 0.07 0.00 0.000
H -1.68746 6.68660 1.03125 -0.10 -0.04 0.01 0.000
C 0.98674 -1.20470 -1.69845 -0.12 0.03 -0.24 0.009
N 0.86724 -1.12870 -0.23935 0.06 0.04 0.81 0.041
P 1.53764 0.32470 0.40275 -1.25 -1.08 0.76 -0.011
C 3.32104 0.07370 0.04225 -0.16 0.67 -0.43 -0.007
C 3.82674 -1.14990 -0.38855 -0.21 -0.01 -0.08 -0.002
C 5.19614 -1.33320 -0.47155 0.08 -0.02 0.05 0.000
C 6.06144 -0.30890 -0.12355 -0.02 0.01 -0.04 -0.001
C 5.55864 0.89800 0.33695 0.04 0.00 0.02 0.000
C 4.19144 1.08820 0.42895 0.02 0.03 -0.11 -0.001
C 1.73244 0.16610 2.20655 -0.06 0.49 -0.12 0.001
C 2.26214 -0.96340 2.81725 0.02 0.04 -0.16 0.006
C 2.53834 -0.94920 4.17165 -0.06 -0.10 0.00 0.000
C 2.30624 0.19700 4.91845 -0.02 0.05 -0.04 -0.001
C 1.78714 1.33190 4.31335 0.13 0.02 0.08 0.000
C 1.50524 1.31960 2.96025 -0.05 0.01 -0.21 0.001
P -0.08656 -2.23530 0.65495 0.00 -0.04 -1.48 0.350
C -1.77236 -2.39380 -0.03355 0.27 0.10 0.42 0.018
C -2.69616 -2.89710 0.88245 0.13 0.00 -0.12 0.002
C -4.00876 -3.11330 0.50705 -0.08 -0.09 0.04 0.000
C -4.40716 -2.84050 -0.79155 0.00 0.05 0.05 -0.001
C -3.49416 -2.33740 -1.70235 -0.02 0.02 -0.05 0.001
C -2.18076 -2.10710 -1.32995 0.04 0.01 -0.01 0.002
C 0.71294 -3.80010 0.09075 -0.38 0.28 0.53 0.086
C 0.13894 -4.55500 -0.92875 -0.04 -0.01 0.05 0.026
C 0.84194 -5.62310 -1.46085 -0.03 -0.05 -0.07 0.005
C 2.09104 -5.96090 -0.96515 -0.04 0.00 -0.03 0.013
C 2.63554 -5.24180 0.08795 0.02 0.03 0.08 0.000
C 1.94364 -4.16900 0.62115 0.09 -0.01 0.02 0.014
H 1.93174 -0.75230 -2.00495 -0.03 -0.16 -0.08 0.001
H 0.18434 -0.65640 -2.19615 0.05 -0.10 0.07 0.001
H 0.96624 -2.24640 -2.02025 0.09 0.05 -0.04 0.001
H 3.17324 -1.97060 -0.64675 -0.05 0.00 -0.01 0.000
H 5.58704 -2.28210 -0.81085 0.00 -0.04 -0.01 0.000
H 7.12714 -0.44860 -0.21265 0.11 -0.03 0.02 0.000
H 6.23804 1.68600 0.62325 0.01 0.09 0.05 0.000
H 3.80154 2.01910 0.81305 0.02 0.11 0.03 0.000
H 2.47314 -1.83630 2.21895 0.12 -0.08 0.03 0.004
H 2.94334 -1.83100 4.64275 0.05 -0.08 0.07 0.000
H 2.54414 0.20880 5.97065 -0.01 -0.01 0.11 0.000
H 1.61564 2.22520 4.89435 -0.03 0.07 0.03 0.000
H 1.09144 2.20040 2.47385 0.05 -0.03 0.18 0.000
H -2.37296 -3.10940 1.89355 -0.07 -0.06 0.13 0.001
H -4.72386 -3.49480 1.21955 -0.03 -0.06 0.08 0.000
H -5.42726 -3.01810 -1.09225 -0.13 -0.03 -0.03 0.000
H -3.80266 -2.13250 -2.71515 -0.05 0.03 -0.16 0.000
H -1.49516 -1.71600 -2.06165 0.09 0.00 -0.08 0.000
H -0.84046 -4.31270 -1.31325 -0.02 -0.02 -0.03 0.002
H 0.39964 -6.19370 -2.26305 0.00 -0.07 -0.07 0.001
H 2.63254 -6.79300 -1.38855 0.03 -0.08 -0.02 0.001
H 3.59044 -5.52290 0.50415 0.09 -0.04 0.03 0.000
H 2.35784 -3.62770 1.45725 0.10 0.01 0.05 0.001
```
Forces are in eV/Å.

Formula: C24H28FN2O4S3
Source: the OMol25 dataset
Level of theory: ωB97M-V with the def2-TZVPD basis set

For the frontier orbital gap, the calculation gives 1.2 eV. The charge is -1. As for the multiplicity: 1. For the HOMO energy, the calculation gives -0.0527 hartree.

XYZ file:
```
62
Properties=species:S:1:pos:R:3:forces:R:3:nbo_charge:R:1
C 8.53708 -1.67377 2.39873 -2.60 5.91 -7.86 -0.306
C 8.24088 -0.83092 1.28567 1.75 -6.06 7.06 -0.062
C 7.93932 -0.09910 -0.15008 0.53 -0.53 0.37 -0.472
C 6.44248 -0.39056 -0.77148 0.47 0.12 -0.65 -0.263
C 5.38683 0.88279 -0.52314 -0.38 -0.88 -0.34 -0.418
C 4.01612 0.26759 0.15624 0.28 1.02 0.07 -0.243
C 2.92891 1.43498 0.62284 0.50 -0.58 0.55 -0.419
C 1.42456 0.72748 0.80691 1.19 0.47 0.75 -0.426
C 0.45992 1.06028 -0.47688 0.91 0.90 1.18 -0.552
S -1.17853 0.15160 -0.49743 -1.40 0.21 -0.03 0.314
C -2.42512 0.90984 0.67689 0.31 1.88 2.15 -0.014
S -1.77847 1.79407 2.02161 -1.09 -1.32 -2.21 -0.147
N -3.93194 0.86058 0.55652 2.22 -3.44 -0.12 -0.536
C -4.61277 0.40843 1.82936 -2.12 -0.69 3.29 0.186
C -3.99757 -0.80908 2.76140 -4.09 2.29 1.14 -0.249
C -4.85831 -1.19944 4.11690 -1.52 2.99 -2.22 -0.235
C -6.26645 -0.40327 4.49944 1.48 1.18 -3.12 -0.251
C -6.89786 0.79026 3.54304 4.63 -2.07 -1.63 -0.233
C -6.04323 1.19126 2.20155 1.20 -2.64 2.30 -0.208
C -4.40641 -0.00317 -0.59072 -2.61 -1.92 -4.79 0.062
C -4.18608 -1.61895 -0.75972 -2.16 2.57 -3.03 -0.278
C -4.82318 -2.32753 -2.10350 -0.57 2.54 0.05 -0.244
C -5.70046 -1.56061 -3.26868 1.47 2.95 3.69 -0.218
C -5.94062 0.05104 -3.08785 2.25 -2.27 2.94 -0.149
C -5.28352 0.78410 -1.77643 0.18 -2.84 -0.20 -0.167
C 4.51772 -0.60474 1.47814 -1.58 2.38 0.44 -0.291
N 5.17910 -1.88916 1.02948 0.08 -1.71 0.25 -0.612
C 5.80506 -1.84222 -0.34727 0.39 0.00 -3.14 0.317
F 6.77222 -2.98281 -0.52809 -2.46 3.05 1.04 -0.357
H 8.65671 -2.33016 3.36337 -0.20 1.82 -2.44 0.297
H 8.06206 1.06545 -0.03935 -0.14 -2.43 -0.05 0.261
H 8.73698 -0.48818 -0.93676 -1.58 0.76 1.93 0.270
H 6.58754 -0.42901 -1.95578 -0.25 -0.28 2.67 0.262
H 5.14187 1.38142 -1.57342 0.49 -1.11 2.33 0.252
H 5.92013 1.68885 0.14218 -1.25 -1.63 -1.07 0.228
H 3.42603 -0.40900 -0.62211 1.43 1.19 1.67 0.230
H 2.91516 2.33585 -0.13231 0.05 -1.93 1.33 0.243
H 3.33327 1.86407 1.66056 -0.99 -0.84 -2.17 0.209
H 1.64912 -0.42562 0.95952 -0.82 2.15 -0.55 0.177
H 1.02688 1.12499 1.84072 0.28 -0.82 -2.39 0.260
H 1.05166 0.72189 -1.45635 -1.72 0.77 1.95 0.244
H 0.21635 2.21392 -0.47838 0.66 -2.31 -0.15 0.268
H -2.98230 -1.33432 2.44864 -2.45 1.27 0.84 0.245
H -4.50455 -2.04339 4.86295 -0.73 1.95 -1.83 0.226
H -6.86498 -0.66975 5.47867 1.51 0.44 -2.21 0.223
H -7.88269 1.38594 3.76128 2.17 -1.48 -0.29 0.237
H -6.44422 2.04905 1.47473 1.15 -2.20 1.72 0.258
H -3.58206 -2.22983 0.03713 -1.36 1.23 -1.80 0.219
H -4.65102 -3.49496 -2.27117 -0.33 2.84 0.57 0.211
H -6.17543 -2.09224 -4.21117 1.32 1.05 2.31 0.242
H -6.57862 0.69549 -3.85735 1.88 -1.45 1.70 0.303
H -5.48578 1.95291 -1.66556 0.73 -2.83 -0.34 0.267
H 5.25606 0.01739 2.17789 -1.50 -1.41 -1.82 0.253
H 3.54951 -0.85694 2.10822 2.14 0.19 -1.22 0.257
H 4.41187 -2.62371 0.98066 0.87 0.71 0.02 0.412
H 5.87594 -2.26743 1.72956 -0.47 0.77 -0.82 0.474
H 4.92826 -2.06498 -1.12120 1.98 0.30 1.78 0.221
O -4.75940 3.14180 -4.40257 -0.43 0.34 0.99 -1.119
S -4.18260 2.43664 -5.56171 -0.26 0.25 -0.22 2.576
O -3.19464 1.44777 -5.09368 0.77 -0.70 0.35 -1.070
O -3.52100 3.40993 -6.44966 0.47 0.43 -0.41 -1.062
O -5.25579 1.74720 -6.30097 -0.69 -0.57 -0.31 -1.105
```
Forces are in eV/Å.

Formula: C5H11N2O2
Source: the OMol25 dataset
Level of theory: ωB97M-V with the def2-TZVPD basis set

For the frontier orbital gap (alpha / beta), the calculation gives 8.6 / 8.6 eV. The charge is +1. As for the energy above the lowest of the compared OMol25 structures with the same formula, charge and spin: 71.5 kcal/mol. As for the multiplicity: 1. For the HOMO energy (alpha / beta), the calculation gives -0.4341 / -0.4341 hartree.

XYZ file:
```
20
Properties=species:S:1:pos:R:3:forces:R:3:nbo_charge:R:1
C -1.97050 -0.11453 1.20192 2.80 -1.23 0.62 0.759
C -1.59335 0.21061 -1.00154 1.52 -0.80 0.78 -0.240
C -0.36408 -0.51331 -0.30549 -3.47 0.03 1.10 0.089
C 2.06735 0.23869 -0.90099 -2.45 -0.75 2.84 -0.610
C 0.74723 0.36452 0.00742 3.56 2.40 -0.05 -0.068
N -2.52242 0.28494 0.07734 -1.21 0.66 0.35 -0.618
N 1.34584 0.06088 1.50316 -1.72 -1.43 -1.32 -0.735
O -2.03090 -0.21491 2.38669 -0.50 0.43 -1.86 -0.497
O 0.06193 -1.80473 -0.64978 -0.99 0.32 -0.86 -0.712
H -1.37156 1.22274 -1.26921 0.47 0.55 -0.73 0.205
H -2.07322 -0.30126 -1.79708 0.07 -0.63 -1.08 0.221
H 2.69666 1.06364 -0.77624 0.89 1.30 0.11 0.224
H 1.65244 0.16913 -1.83365 -0.31 -0.19 -2.75 0.232
H 2.54999 -0.66782 -0.61485 0.50 -0.76 -0.21 0.216
H 0.50284 1.49295 -0.00196 -0.12 -1.99 0.33 0.241
H -3.34213 0.87486 -0.06191 -0.26 -0.23 0.72 0.423
H 0.84758 -0.86652 1.72968 1.03 1.75 0.20 0.469
H 0.99810 0.83855 2.06828 0.41 -0.55 0.50 0.448
H 2.37983 -0.06121 1.48497 -1.02 0.31 0.25 0.446
H -0.58163 -2.27723 -1.24674 0.82 0.80 1.06 0.509
```
Forces are in eV/Å.